Density functional theory data (ωB97M-V with the def2-TZVPD basis set) for 22 unconnected molecules or ions with the total composition C20H80FN4O25 in a non-equilibrium geometry.

Geometry as XYZ:
```
130
Properties=species:S:1:pos:R:3:forces:R:3
C 4.185 2.011 2.871 -0.028 0.573 -0.183
C 4.781 1.660 1.413 1.116 0.557 1.661
O 3.766 1.453 0.392 0.438 -1.622 0.375
C 3.340 0.066 0.315 -0.493 -0.346 -0.315
C 2.085 -0.185 1.287 1.508 0.924 1.116
O 1.045 -1.043 0.721 0.573 -0.219 0.405
N 0.563 -0.516 -0.425 -2.305 2.128 -1.267
C -0.431 0.378 -0.414 -3.041 3.245 -0.020
N -1.134 0.965 0.744 3.246 1.008 -0.550
C -1.939 2.161 0.283 -3.035 -0.367 -1.827
C -2.246 3.347 1.286 1.873 0.561 0.133
C -3.152 3.048 2.547 -0.134 -0.020 0.466
C -3.824 1.630 2.709 -0.590 -0.372 1.234
F -4.234 4.043 2.544 1.346 -1.147 -0.040
C -1.411 2.431 -1.197 1.035 1.835 0.427
C -2.429 3.278 -2.091 -1.240 -0.426 -0.237
C -0.016 3.207 -1.425 -0.136 1.459 -0.494
C 0.124 4.590 -0.645 1.886 -1.181 2.295
N 0.878 4.594 0.453 -1.837 0.202 -2.718
N -1.052 1.035 -1.573 0.551 -1.997 0.195
C -2.008 0.224 -2.382 0.039 -2.689 -0.305
C -3.170 -0.509 -1.533 -1.130 0.283 -0.237
C -3.367 -2.059 -1.876 0.277 -0.052 -0.352
C -2.086 -2.974 -1.590 -0.233 -0.095 0.172
C -1.516 -2.889 -0.100 1.238 0.733 -1.027
O -1.980 -3.947 0.790 1.909 0.816 1.716
C -1.090 -3.875 1.918 2.428 -1.572 1.117
C -1.228 -2.718 3.040 -0.586 0.637 -0.811
O -0.149 -4.697 2.070 -3.809 2.553 -0.962
H 4.311 3.143 3.053 -0.254 -1.839 -0.222
H 4.730 1.443 3.694 -0.706 0.757 -1.196
H 3.070 1.782 2.957 1.479 0.203 -0.151
H 5.478 0.754 1.528 -1.143 1.233 -0.498
H 5.426 2.556 1.109 -1.111 -1.407 0.096
H 3.106 -0.152 -0.795 0.128 0.390 1.716
H 4.163 -0.685 0.600 -1.003 1.334 -0.374
H 1.602 0.798 1.643 0.795 -1.315 -0.799
H 2.501 -0.685 2.249 -1.278 0.652 -1.561
H 0.933 -0.769 -1.357 0.096 -0.175 0.779
H -0.475 1.452 1.391 -0.143 -1.468 0.002
H -2.997 1.735 0.079 1.568 0.546 0.162
H -1.229 3.747 1.669 -1.612 -0.469 -0.497
H -2.699 4.236 0.703 0.580 -1.629 0.689
H -2.548 3.279 3.497 -1.017 -0.220 -1.463
H -4.973 1.739 2.741 1.865 -0.058 -0.266
H -3.546 1.222 3.754 -0.406 0.603 -1.678
H -3.549 0.817 1.969 -0.228 1.243 0.671
H -2.442 2.943 -3.196 0.133 0.369 1.810
H -3.516 3.236 -1.681 1.968 -0.101 -0.855
H -2.169 4.401 -2.134 -0.118 -1.881 0.396
H 0.918 2.587 -1.220 -1.315 0.701 -0.018
H 0.021 3.464 -2.551 -0.020 -0.668 1.697
H -0.356 5.591 -0.927 0.519 -1.655 0.149
H 1.263 3.647 0.617 -0.193 0.344 -0.152
H -2.486 0.770 -3.256 1.009 -0.251 1.381
H -1.381 -0.628 -2.851 -0.928 1.426 0.541
H -4.155 0.024 -1.819 1.400 -0.856 0.613
H -3.074 -0.382 -0.399 0.150 -0.082 -1.573
H -4.269 -2.471 -1.310 1.196 0.661 -0.712
H -3.603 -2.137 -2.997 0.285 0.002 1.581
H -1.242 -2.679 -2.322 -1.215 -0.453 1.265
H -2.313 -4.072 -1.840 0.303 1.847 0.466
H -1.719 -1.889 0.410 0.114 -1.144 -0.799
H -0.366 -2.995 -0.184 -1.728 0.116 0.162
H -1.878 -3.044 3.921 0.908 0.171 -1.299
H -0.202 -2.384 3.428 -1.442 -0.920 -0.726
H -1.726 -1.782 2.601 0.594 -1.401 0.572
O -1.520 7.385 0.162 0.127 -0.448 -0.185
H -0.614 7.381 0.503 -0.102 0.236 0.133
H -1.998 6.802 0.765 0.087 0.336 0.213
O -4.702 6.723 1.413 0.245 -0.221 0.128
H -4.820 5.967 2.004 -0.077 0.108 -0.160
H -4.221 6.359 0.660 -0.266 0.104 -0.083
O -2.960 -5.860 4.185 0.202 0.008 -0.158
H -2.258 -5.343 3.774 -0.052 -0.146 0.070
H -2.896 -6.723 3.757 -0.091 0.080 0.084
O 2.518 -0.807 4.507 -0.333 0.099 0.195
H 1.727 -1.315 4.725 0.102 0.139 0.139
H 3.242 -1.339 4.864 0.041 0.073 -0.218
O 7.486 1.475 2.992 0.160 0.163 0.087
H 7.803 1.572 3.899 -0.062 -0.056 -0.104
H 8.144 1.944 2.464 -0.087 -0.106 0.018
O 2.782 3.445 -2.665 0.198 0.128 -0.041
H 3.074 3.531 -1.747 0.102 -0.072 -0.085
H 3.465 3.903 -3.171 -0.079 0.066 0.122
O 3.949 5.078 0.739 -0.056 -0.043 -0.090
H 3.028 4.996 0.456 -0.018 0.198 0.189
H 4.001 5.969 1.107 0.031 -0.108 -0.073
O 1.204 -6.297 4.280 -0.307 -0.014 -0.177
H 0.500 -6.713 4.794 0.169 0.003 0.042
H 0.734 -5.818 3.584 0.045 0.132 0.029
O -1.180 -5.298 -3.451 0.170 0.080 -0.037
H -0.277 -5.279 -3.107 -0.115 -0.202 0.082
H -1.648 -5.889 -2.844 0.279 -0.145 -0.033
O 2.782 1.120 -4.765 -0.187 0.174 0.070
H 1.864 1.040 -5.051 0.173 -0.072 -0.065
H 2.837 2.011 -4.396 -0.052 -0.199 0.121
O -1.914 6.707 3.336 -0.076 -0.084 0.026
H -2.511 7.393 3.666 0.024 -0.042 -0.116
H -2.491 5.946 3.193 0.005 0.152 0.033
O 2.258 -8.078 1.809 -0.310 0.207 -0.209
H 1.669 -7.579 2.391 0.271 -0.086 0.186
H 2.302 -7.545 1.007 0.101 -0.111 0.091
O -5.146 4.568 -1.496 -0.370 -0.003 0.079
H -5.844 4.158 -0.969 0.051 0.136 -0.013
H -5.625 5.060 -2.175 0.109 0.024 0.083
O -1.091 -7.515 -1.571 0.053 -0.202 0.207
H -0.979 -7.577 -0.615 -0.085 0.086 -0.104
H -0.719 -8.343 -1.905 0.121 0.128 -0.064
O 0.539 8.585 2.609 -0.027 -0.296 -0.066
H -0.268 8.087 2.802 0.059 0.018 0.025
H 1.242 8.043 2.986 -0.092 0.116 -0.010
O 1.071 -3.090 -4.429 -0.252 -0.068 0.334
H 1.238 -3.394 -5.334 -0.059 0.138 -0.087
H 0.223 -3.492 -4.201 0.063 -0.020 -0.222
O 0.609 -3.076 -7.335 -0.186 -0.019 -0.085
H 0.520 -3.679 -8.084 0.099 -0.003 0.141
H -0.296 -2.793 -7.156 0.126 -0.034 0.000
O -0.543 -9.181 -3.934 -0.272 0.061 0.037
H -0.631 -9.783 -4.683 0.093 -0.014 0.155
H -1.450 -8.897 -3.756 0.045 -0.016 -0.195
O 3.568 -2.980 3.142 -0.062 -0.180 -0.041
H 2.885 -3.399 3.681 0.155 -0.204 -0.137
H 3.074 -2.501 2.468 0.092 -0.176 0.061
O -0.452 -6.672 -5.938 0.145 -0.209 -0.101
H -0.340 -6.733 -4.981 -0.179 0.098 -0.088
H -0.082 -7.498 -6.270 -0.015 0.152 0.019
O 5.592 0.293 -1.800 -0.188 0.198 0.036
H 5.029 0.793 -1.193 0.193 0.123 -0.094
H 5.601 0.827 -2.604 0.026 -0.180 0.032
```
Positions in Å, forces in eV/Å.

## Properties
- Orbital gap: 9.01 eV
- Total charge: +1

Mulliken population analysis, charges in e, atoms 1 to 99: atom 1 (C): -0.8260, atom 2 (C): -0.3082, atom 3 (O): 0.0595, atom 4 (C): -0.5857, atom 5 (C): 0.0764, atom 6 (O): 0.2367, atom 7 (N): 0.3245, atom 8 (C): -1.4747, atom 9 (N): 0.8011, atom 10 (C): -0.9756, atom 11 (C): -0.3847, atom 12 (C): 0.1711, atom 13 (C): -0.9330, atom 14 (F): -0.3805, atom 15 (C): 1.4895, atom 16 (C): -1.1711, atom 17 (C): -0.8585, atom 18 (C): -0.1228, atom 19 (N): -0.6701, atom 20 (N): 0.3135, atom 21 (C): -0.8598, atom 22 (C): 0.2609, atom 23 (C): -1.2667, atom 24 (C): 0.3431, atom 25 (C): 0.6809, atom 26 (O): -0.4452, atom 27 (C): 0.6222, atom 28 (C): -0.0860, atom 29 (O): -0.6257, atom 30 (H): 0.2012, atom 31 (H): 0.2194, atom 32 (H): 0.2111, atom 33 (H): 0.3400, atom 34 (H): 0.2914, atom 35 (H): 0.4844, atom 36 (H): 0.3593, atom 37 (H): -0.3646, atom 38 (H): 0.0741, atom 39 (H): 0.3639, atom 40 (H): 0.1809, atom 41 (H): 0.3690, atom 42 (H): 0.3882, atom 43 (H): 0.0125, atom 44 (H): 0.2874, atom 45 (H): 0.3512, atom 46 (H): 0.2922, atom 47 (H): 0.0234, atom 48 (H): 0.4388, atom 49 (H): 0.2180, atom 50 (H): 0.3729, atom 51 (H): -0.2393, atom 52 (H): 0.4239, atom 53 (H): 0.5250, atom 54 (H): 0.2943, atom 55 (H): 0.3881, atom 56 (H): 0.5110, atom 57 (H): 0.4391, atom 58 (H): -0.3233, atom 59 (H): 0.4009, atom 60 (H): 0.3498, atom 61 (H): -0.3403, atom 62 (H): 0.2595, atom 63 (H): -0.6028, atom 64 (H): 0.1799, atom 65 (H): 0.3519, atom 66 (H): -0.0406, atom 67 (H): -0.1162, atom 68 (O): -0.6183, atom 69 (H): 0.3014, atom 70 (H): 0.3209, atom 71 (O): -0.6089, atom 72 (H): 0.3628, atom 73 (H): 0.2905, atom 74 (O): -0.6320, atom 75 (H): 0.2997, atom 76 (H): 0.3244, atom 77 (O): -0.5931, atom 78 (H): 0.2705, atom 79 (H): 0.3086, atom 80 (O): -0.5812, atom 81 (H): 0.3006, atom 82 (H): 0.2962, atom 83 (O): -0.5378, atom 84 (H): 0.2460, atom 85 (H): 0.2910, atom 86 (O): -0.5870, atom 87 (H): 0.3596, atom 88 (H): 0.2655, atom 89 (O): -0.6426, atom 90 (H): 0.3232, atom 91 (H): 0.3938, atom 92 (O): -0.6557, atom 93 (H): 0.3433, atom 94 (H): 0.2665, atom 95 (O): -0.5849, atom 96 (H): 0.2777, atom 97 (H): 0.2972, atom 98 (O): -0.6042, atom 99 (H): 0.3352